A cluster of 8 separate species, C24H64O24S8 in total, computed with the ωB97M-V functional and the def2-TZVPD basis.

Element x y z (Å)
C -5.621 -1.498 -3.546
C -4.744 -1.053 -2.367
O -5.577 -1.012 -1.213
S -4.927 -0.379 0.131
C -4.859 1.388 -0.249
O -5.915 -0.645 1.144
O -3.592 -0.878 0.264
H -5.031 -1.424 -4.459
H -6.448 -0.793 -3.615
H -5.983 -2.515 -3.419
H -3.908 -1.739 -2.216
H -4.333 -0.074 -2.633
H -5.833 1.700 -0.613
H -4.083 1.435 -1.010
H -4.546 1.870 0.671
C -0.322 -1.338 -4.860
C 0.411 -2.168 -5.898
O 1.473 -2.804 -5.184
S 2.359 -3.972 -5.907
C 1.164 -5.318 -5.708
O 2.491 -3.608 -7.290
O 3.521 -4.182 -5.097
H 0.392 -0.635 -4.436
H -0.736 -2.034 -4.127
H -1.184 -0.806 -5.261
H -0.241 -2.925 -6.341
H 0.819 -1.521 -6.676
H 1.655 -6.261 -5.937
H 0.390 -5.081 -6.432
H 0.812 -5.379 -4.682
C 2.097 -1.173 4.191
C 3.557 -1.029 4.552
O 4.204 -0.058 3.682
S 5.672 0.410 4.138
C 5.218 1.659 5.380
O 6.336 -0.697 4.796
O 6.256 1.075 3.004
H 1.511 -0.257 4.229
H 1.693 -1.882 4.918
H 1.973 -1.657 3.221
H 3.603 -0.569 5.544
H 4.093 -1.971 4.477
H 4.292 2.137 5.081
H 6.057 2.344 5.468
H 5.113 1.096 6.305
C -0.724 1.225 -2.093
C -0.215 1.265 -0.652
O -1.301 0.927 0.198
S -0.994 0.574 1.777
C -0.595 -1.201 1.583
O 0.218 1.255 2.135
O -2.215 0.753 2.516
H -1.339 0.337 -2.260
H 0.127 1.062 -2.759
H -1.233 2.126 -2.430
H 0.623 0.570 -0.523
H 0.221 2.233 -0.391
H -0.680 -1.647 2.570
H 0.415 -1.177 1.177
H -1.256 -1.560 0.799
C 3.358 3.681 2.569
C 3.014 2.976 1.274
O 3.904 3.480 0.284
S 4.165 2.573 -1.046
C 5.171 1.329 -0.275
O 2.943 1.997 -1.532
O 4.944 3.434 -1.901
H 4.340 3.321 2.896
H 2.700 3.450 3.407
H 3.442 4.767 2.522
H 3.118 1.900 1.441
H 1.961 3.124 1.019
H 5.612 0.747 -1.086
H 4.562 0.676 0.346
H 5.948 1.829 0.295
C -5.585 -0.495 4.288
C -4.211 -1.125 4.123
O -4.265 -2.495 4.556
S -2.903 -3.338 4.318
C -3.118 -3.808 2.561
O -1.790 -2.432 4.488
O -3.013 -4.543 5.100
H -6.336 -0.978 3.669
H -5.493 0.576 4.110
H -5.903 -0.564 5.332
H -3.929 -1.049 3.073
H -3.519 -0.573 4.756
H -4.100 -4.262 2.528
H -2.240 -4.395 2.311
H -3.091 -2.847 2.045
C -2.450 4.009 0.494
C -1.886 5.346 0.101
O -0.525 5.212 -0.327
S -0.010 6.256 -1.450
C 1.727 5.960 -1.257
O -0.435 5.781 -2.744
O -0.363 7.581 -0.983
H -2.463 3.325 -0.357
H -3.484 4.133 0.821
H -1.902 3.537 1.308
H -2.490 5.845 -0.657
H -1.910 5.968 1.000
H 2.261 6.427 -2.082
H 1.967 4.900 -1.302
H 2.021 6.411 -0.313
C -0.776 -3.884 -1.358
C 0.654 -3.537 -1.727
O 1.218 -2.624 -0.791
S 2.776 -2.164 -0.789
C 2.721 -1.097 -2.233
O 2.897 -1.382 0.411
O 3.644 -3.282 -1.009
H -1.427 -3.015 -1.497
H -0.851 -4.294 -0.356
H -1.208 -4.582 -2.079
H 1.277 -4.438 -1.659
H 0.777 -3.246 -2.773
H 3.675 -0.575 -2.295
H 1.934 -0.363 -2.091
H 2.613 -1.683 -3.143

Cartesian forces, eV/Å:
C 0.47 0.43 0.56
C 0.00 -0.46 -1.33
O 0.35 0.64 0.86
S -1.37 -0.06 0.10
C 0.24 -1.45 -0.01
O 0.79 0.31 -0.69
O -0.01 -0.11 -0.04
H -0.04 -0.10 -0.04
H -0.17 -0.18 -0.13
H -0.09 0.01 0.01
H -0.06 0.02 0.17
H -0.04 0.09 0.37
H -0.02 0.08 0.09
H 0.00 0.43 0.03
H 0.01 0.10 0.00
C -0.19 -0.59 -0.17
C -0.39 0.50 -0.30
O 1.13 -0.71 0.19
S -0.54 0.45 0.27
C 0.84 0.25 -0.35
O -0.21 -0.43 0.48
O -0.84 0.16 -0.17
H -0.21 0.02 0.29
H 0.23 0.26 0.36
H 0.20 0.13 -0.30
H 0.02 0.10 -0.08
H 0.06 -0.26 -0.09
H 0.05 0.10 -0.27
H -0.20 -0.27 0.12
H -0.02 0.34 0.01
C 0.13 -0.78 -0.20
C -0.45 0.90 0.19
O 0.73 0.06 -0.41
S -0.37 -0.03 0.36
C 0.58 -1.03 -0.27
O -0.46 1.07 -0.65
O -0.39 -0.43 0.51
H 0.19 0.13 0.00
H -0.17 0.12 0.06
H 0.07 0.23 -0.11
H 0.18 -0.60 0.22
H 0.04 0.04 0.23
H 0.07 0.11 -0.07
H -0.06 0.10 -0.07
H -0.14 0.18 0.08
C 0.57 -0.47 0.01
C 0.83 0.17 -0.65
O -0.66 -0.02 1.65
S 0.24 -1.28 -1.31
C -0.08 1.73 -0.25
O -0.32 0.26 0.24
O 0.62 0.25 -0.67
H -0.26 0.12 0.22
H 0.11 0.35 0.05
H -0.14 0.03 0.20
H -0.24 -0.22 0.04
H -0.36 0.10 -0.02
H -0.03 -0.23 -0.10
H 0.13 -0.24 0.28
H -0.29 -0.26 0.36
C 0.86 -0.14 0.72
C -0.94 -0.13 1.16
O -0.11 -0.33 -1.43
S 0.88 1.11 1.00
C 0.04 -0.13 -0.70
O -0.07 0.09 0.17
O -0.59 -0.81 0.60
H 0.07 0.10 -0.12
H -0.39 -0.17 -0.36
H -0.22 0.00 -0.42
H 0.21 0.00 -0.23
H 0.16 0.23 -0.37
H 0.05 -0.02 0.05
H -0.05 0.09 0.03
H -0.02 0.00 0.02
C 0.17 -0.35 0.80
C -0.71 1.00 0.07
O 0.87 -0.88 -0.07
S -0.79 -0.30 -0.16
C 0.49 1.43 1.56
O -0.39 -0.67 -0.25
O 0.08 1.01 -0.40
H 0.00 0.23 -0.18
H -0.12 -0.04 -0.46
H 0.02 -0.20 -0.01
H 0.29 -0.14 0.06
H 0.30 -0.17 -0.20
H 0.15 -0.36 -0.28
H -0.25 -0.36 -0.14
H -0.14 -0.17 -0.32
C -0.10 -0.47 -0.48
C -0.51 0.46 0.83
O 0.53 0.01 -0.55
S -0.36 -0.12 0.39
C 0.07 0.15 -0.03
O 0.09 0.47 0.68
O 0.33 -0.97 -0.69
H 0.08 -0.04 0.05
H 0.01 0.14 0.04
H 0.11 0.09 -0.03
H 0.06 -0.12 -0.14
H 0.21 0.28 -0.21
H -0.23 0.23 -0.02
H -0.32 -0.07 0.16
H 0.07 -0.11 0.02
C -0.19 0.74 -0.63
C 0.97 -1.80 -0.29
O 0.17 0.85 0.60
S -0.85 0.10 -0.60
C 0.68 -0.13 0.35
O -0.15 -0.21 -0.57
O -0.45 0.30 -0.04
H 0.09 0.17 0.53
H -0.06 0.08 0.05
H 0.41 -0.34 0.08
H -0.16 -0.13 0.03
H -0.21 0.66 0.14
H 0.00 -0.02 0.12
H -0.05 -0.07 0.02
H -0.20 -0.19 0.14

Calculated values
E in eV: -161744.6378
Energy above the lowest of the compared OMol25 structures with the same formula, charge and spin in kJ/mol: 11.0
LUMO in eV: -0.20
Kohn-Sham gap in eV: 10.7
SMILES: CCOS(C)(=O)=O.CCOS(C)(=O)=O.CCOS(C)(=O)=O.CCOS(C)(=O)=O.CCOS(C)(=O)=O.CCOS(C)(=O)=O.CCOS(C)(=O)=O.CCOS(C)(=O)=O
Charge: 0
HOMO energy in Eh: -0.400

These are the Löwdin partial charges, in e, on atoms 1 to 99: atom 1 (C): -0.0539, atom 2 (C): -0.2886, atom 3 (O): -0.2440, atom 4 (S): 0.6153, atom 5 (C): -0.0825, atom 6 (O): -0.2651, atom 7 (O): -0.2924, atom 8 (H): 0.0769, atom 9 (H): 0.0822, atom 10 (H): 0.0803, atom 11 (H): 0.1090, atom 12 (H): 0.1104, atom 13 (H): 0.0802, atom 14 (H): 0.0516, atom 15 (H): 0.0660, atom 16 (C): -0.0584, atom 17 (C): -0.2641, atom 18 (O): -0.3098, atom 19 (S): 0.6142, atom 20 (C): -0.0995, atom 21 (O): -0.2702, atom 22 (O): -0.2607, atom 23 (H): 0.0708, atom 24 (H): 0.0706, atom 25 (H): 0.0867, atom 26 (H): 0.1146, atom 27 (H): 0.1259, atom 28 (H): 0.0751, atom 29 (H): 0.0603, atom 30 (H): 0.0644, atom 31 (C): -0.0541, atom 32 (C): -0.2441, atom 33 (O): -0.2787, atom 34 (S): 0.6071, atom 35 (C): -0.1016, atom 36 (O): -0.2847, atom 37 (O): -0.2899, atom 38 (H): 0.0789, atom 39 (H): 0.0901, atom 40 (H): 0.0689, atom 41 (H): 0.1112, atom 42 (H): 0.1236, atom 43 (H): 0.0545, atom 44 (H): 0.0715, atom 45 (H): 0.0625, atom 46 (C): -0.0375, atom 47 (C): -0.2710, atom 48 (O): -0.2927, atom 49 (S): 0.6289, atom 50 (C): -0.0756, atom 51 (O): -0.2834, atom 52 (O): -0.2744, atom 53 (H): 0.0722, atom 54 (H): 0.0607, atom 55 (H): 0.0797, atom 56 (H): 0.0990, atom 57 (H): 0.1047, atom 58 (H): 0.0481, atom 59 (H): 0.0343, atom 60 (H): 0.0437, atom 61 (C): -0.0527, atom 62 (C): -0.2763, atom 63 (O): -0.2601, atom 64 (S): 0.6074, atom 65 (C): -0.1058, atom 66 (O): -0.2866, atom 67 (O): -0.2705, atom 68 (H): 0.0655, atom 69 (H): 0.0824, atom 70 (H): 0.0818, atom 71 (H): 0.1105, atom 72 (H): 0.1037, atom 73 (H): 0.0783, atom 74 (H): 0.0510, atom 75 (H): 0.0763, atom 76 (C): -0.0640, atom 77 (C): -0.2837, atom 78 (O): -0.2458, atom 79 (S): 0.6253, atom 80 (C): -0.0841, atom 81 (O): -0.3014, atom 82 (O): -0.2823, atom 83 (H): 0.0673, atom 84 (H): 0.0837, atom 85 (H): 0.0807, atom 86 (H): 0.0762, atom 87 (H): 0.1167, atom 88 (H): 0.0742, atom 89 (H): 0.0671, atom 90 (H): 0.0304, atom 91 (C): -0.0659, atom 92 (C): -0.2678, atom 93 (O): -0.2721, atom 94 (S): 0.6122, atom 95 (C): -0.1068, atom 96 (O): -0.2859, atom 97 (O): -0.2848, atom 98 (H): 0.0644, atom 99 (H): 0.0853